# 1
{
  "formula": "C6H12N2O",
  "method": "ωB97M-V/def2-TZVPD",
  "relative_energy_kcal_mol": 25.7,
  "spin_multiplicity": 1,
  "lumo_ev": 0.55,
  "smiles": "[H]/N=C\\C(C)=N\\[H].CC(C)=O",
  "energy_ha": -420.5429,
  "homo_ha": -0.358,
  "gap_ev": 10.31,
  "symbols": ["O", "N", "N", "C", "C", "C", "C", "C", "C", "H", "H", "H", "H", "H", "H", "H", "H", "H", "H", "H", "H"],
  "positions_angstrom": [[0.8644, 1.3104, -0.1609], [-0.8089, -1.7921, 0.7356], [-2.5515, 0.3512, 0.9683], [-1.1156, -1.0436, -0.2317], [1.5984, 0.4179, 0.1813], [-2.0959, 0.9863, -1.3795], [-1.9979, 0.1463, -0.1481], [1.8858, 0.1114, 1.6257], [2.3065, -0.4813, -0.7978], [-3.1346, 1.1846, 1.0223], [-1.2671, -1.4984, 1.6040], [-1.1176, 1.4038, -1.5839], [-2.7972, 1.8112, -1.2351], [3.3688, -0.2322, -0.8004], [1.5242, 0.9234, 2.2602], [2.9476, -0.0402, 1.7841], [1.3714, -0.8041, 1.8853], [-0.6934, -1.2758, -1.2019], [1.9104, -0.3493, -1.8023], [2.2082, -1.5187, -0.4894], [-2.4058, 0.3891, -2.2355]],
  "atomic_forces_ev_per_a": [[-0.222, 0.266, -0.174], [0.230, -0.366, 0.010], [-0.117, -0.080, 0.459], [0.191, -0.479, 0.278], [0.457, -0.378, 0.230], [-0.319, 0.244, 0.156], [-0.421, 0.516, 0.157], [-0.192, 0.663, 0.121], [-0.125, 0.115, -0.249], [0.101, -0.013, -0.332], [-0.117, 0.260, -0.201], [0.270, 0.066, -0.139], [0.023, -0.124, -0.052], [0.045, -0.011, 0.021], [0.032, -0.126, -0.071], [0.211, -0.071, 0.024], [-0.141, -0.330, 0.072], [0.109, -0.001, -0.276], [0.001, 0.028, -0.006], [0.001, -0.133, 0.046], [-0.016, -0.047, -0.075]],
  "lowdin_charge": [0.0595, 0.1170, 0.1495, -0.2278, -0.5214, -0.0416, -0.4269, -0.0213, -0.0279, 0.0609, 0.0531, 0.0661, 0.0816, 0.0881, 0.0892, 0.0812, 0.0681, 0.1039, 0.0814, 0.0846, 0.0827]
}


# 2
{
  "formula": "C5H6O",
  "method": "ωB97M-V/def2-TZVPD",
  "relative_energy_kcal_mol": 101.8,
  "spin_multiplicity": 1,
  "lumo_ev": -0.22,
  "smiles": "CC=C=C=CO",
  "energy_ha": -269.1841,
  "homo_ha": -0.319,
  "gap_ev": 8.46,
  "symbols": ["O", "C", "C", "C", "C", "C", "H", "H", "H", "H", "H", "H"],
  "positions_angstrom": [[1.1610, 0.3870, 1.4493], [2.0846, 0.0154, 0.6687], [-0.6666, -0.6510, -0.2461], [-1.6060, 0.5106, -0.5375], [1.8489, -0.3725, -0.7061], [0.6041, -0.6483, -0.7447], [-1.0502, 1.4504, -0.6163], [3.0843, -0.0055, 1.1104], [-2.3448, 0.6110, 0.2642], [-2.1492, 0.3603, -1.4769], [0.1776, -0.0415, 0.8984], [-1.1437, -1.6159, -0.0633]],
  "atomic_forces_ev_per_a": [[-0.010, -0.135, -0.268], [-0.086, 0.099, 0.222], [0.093, -0.171, -0.337], [-0.045, 0.102, -0.005], [-0.316, -0.095, 0.019], [-0.057, 0.135, 0.286], [-0.087, -0.128, 0.011], [-0.099, -0.007, -0.083], [0.119, -0.013, -0.116], [0.082, 0.010, 0.141], [0.321, 0.073, 0.142], [0.086, 0.130, -0.012]],
  "lowdin_charge": [0.0169, -0.2027, -0.2190, -0.0984, -0.0277, -0.0822, 0.0828, 0.1225, 0.0740, 0.0739, 0.1483, 0.1117]
}


# 3
{
  "formula": "C17H52N5O5",
  "method": "ωB97M-V/def2-TZVPD",
  "relative_energy_kcal_mol": 300.5,
  "spin_multiplicity": 1,
  "lumo_ev": -2.12,
  "energy_ha": -1328.1701,
  "homo_ha": -0.417,
  "charge": 1,
  "gap_ev": 9.23,
  "symbols": ["O", "O", "O", "O", "O", "N", "N", "N", "N", "N", "C", "C", "C", "C", "C", "C", "C", "C", "C", "C", "C", "C", "C", "C", "C", "C", "C", "H", "H", "H", "H", "H", "H", "H", "H", "H", "H", "H", "H", "H", "H", "H", "H", "H", "H", "H", "H", "H", "H", "H", "H", "H", "H", "H", "H", "H", "H", "H", "H", "H", "H", "H", "H", "H", "H", "H", "H", "H", "H", "H", "H", "H", "H", "H", "H", "H", "H", "H", "H"],
  "positions_angstrom": [[2.6675, 2.5906, 2.6348], [0.3832, 3.5700, -1.0050], [-1.6881, -1.7153, 2.8464], [-1.6224, -5.6297, -2.9139], [1.3036, -1.4045, -0.3170], [-1.5151, -0.2412, 0.2740], [-3.0789, -3.1676, -0.5806], [0.6592, 1.9893, 1.1677], [-1.0774, 1.5677, -2.1224], [3.9462, 0.9472, 0.6044], [0.9244, -2.6358, 0.2689], [-3.1311, -1.9750, 2.9876], [1.5302, 4.3182, -1.1619], [0.3636, 2.8237, 2.3215], [-1.9322, -2.8942, -2.6968], [3.9810, 3.0821, 3.0794], [-2.7207, -3.8140, -1.7931], [3.7308, -0.2546, -1.4280], [-2.9249, 2.9356, -1.0850], [-0.0537, 1.8592, 3.5054], [2.3510, -0.7937, 0.5353], [-2.1037, -5.0891, -1.7520], [-0.8096, -6.7389, -2.7912], [-1.6768, 2.8376, -2.0121], [-0.7497, 3.9948, -1.8152], [2.9876, 0.2980, -0.2557], [1.6645, 3.5533, 2.6378], [1.9125, 4.5968, -2.3986], [-1.2929, 4.9832, -1.3566], [-0.2847, -6.9498, -3.8618], [2.2878, 3.9519, -0.7909], [-3.8703, -2.6267, -0.6438], [-0.9205, -2.6906, -2.3031], [-2.1496, 2.8114, -2.9579], [0.6052, -2.6375, 1.2563], [4.3611, 0.5705, -1.9285], [0.7984, 1.2525, 3.7595], [-3.4576, -2.1832, 1.9257], [-3.5255, -2.5792, 3.7340], [1.6338, 1.8134, 1.1993], [2.4245, 1.1150, -0.3637], [-0.5637, 3.3967, 1.9780], [3.9425, 3.4225, 4.0595], [0.5664, 2.5849, 0.3499], [3.0863, -1.4440, 0.7890], [1.5479, 5.4132, -0.6915], [-0.0725, 1.7436, -2.0812], [-3.5445, -0.9662, 3.1869], [-0.9532, 1.1137, 3.1014], [4.3440, 3.8010, 2.4431], [-1.6901, 0.5816, 0.0935], [-1.3112, -2.4103, 3.2947], [-2.5176, -2.1827, -2.9414], [1.9643, 4.2836, 1.7750], [-1.3997, -0.6979, -0.7759], [-1.3635, -4.8913, -0.8927], [3.3661, 1.6909, 1.0863], [-2.5212, 2.8628, -0.0223], [-0.7785, -0.1529, 0.9312], [1.8429, -0.5255, 1.3818], [-1.9561, -3.2435, -3.8277], [0.2700, -6.3245, -2.3905], [-3.5307, -4.2599, -2.5343], [-0.0337, -2.9363, -0.3790], [2.9430, -0.5039, -2.1896], [-2.1416, -0.8436, 0.6944], [-1.0823, 1.2820, -3.0193], [-2.5875, -5.8102, -1.1271], [-3.4853, -3.9257, -0.0072], [-0.3861, 4.5093, -2.8716], [1.6848, -3.3357, 0.0344], [4.3258, 0.2646, 1.3705], [4.6295, -0.9649, -1.2354], [4.7501, 2.1771, 2.7360], [1.4308, 3.9170, 3.6248], [-1.3265, -7.4985, -2.2727], [-3.5454, 1.9632, -1.1541], [-3.3158, 3.9125, -1.2608], [-0.5185, 2.5557, 4.3404]],
  "atomic_forces_ev_per_a": [[1.735, -0.012, 1.218], [-1.215, 0.864, -1.688], [-2.540, 1.291, -0.589], [-0.915, 1.455, -1.166], [0.950, 0.332, 1.557], [3.229, -10.610, -2.668], [1.124, -2.947, 1.984], [-1.174, -0.436, -0.913], [2.958, -0.793, 3.950], [1.029, 0.359, 3.458], [-2.615, -0.177, -4.723], [0.584, 3.854, -3.631], [-4.886, 8.069, -6.362], [-1.354, -1.718, -0.602], [3.213, -5.133, -1.263], [0.217, -4.929, -2.611], [-2.843, 0.477, -6.090], [1.312, 1.144, -2.758], [2.196, -2.894, 1.895], [-3.333, 1.236, -0.934], [-2.931, 0.656, -3.893], [4.112, -2.164, 5.319], [5.463, 2.262, -2.354], [-2.998, 0.660, -0.209], [0.807, 4.158, -1.281], [3.597, -2.734, 1.679], [-0.852, 1.274, -1.393], [-1.570, -1.139, 3.376], [1.187, -2.563, -0.530], [-2.348, -0.221, 2.139], [7.362, -4.686, 3.912], [-2.107, 1.956, -1.029], [-0.444, 0.268, -0.499], [-0.616, 1.763, -1.364], [-0.231, 0.384, 2.143], [-1.250, -0.703, 0.776], [0.148, -0.131, 0.601], [-0.161, -0.554, 1.380], [0.085, -1.693, 1.216], [0.661, -0.743, 0.220], [-3.215, 2.306, -2.150], [1.511, 0.091, 0.999], [0.221, 0.094, 1.925], [-0.291, -0.401, 0.095], [2.229, -2.543, 0.555], [-0.836, -2.020, -0.855], [0.188, -0.462, 1.028], [-0.017, -0.470, 0.062], [2.321, 1.972, 1.129], [0.367, 2.330, -1.544], [-3.530, 10.922, -2.268], [1.993, -2.371, 1.496], [-3.662, 6.345, -0.518], [-0.962, -0.432, 1.896], [0.893, 1.253, 3.405], [1.192, -0.407, -1.281], [1.763, -1.323, -0.033], [-0.590, 0.506, -0.842], [2.314, -0.508, 0.208], [-1.028, 1.325, 2.401], [1.004, -0.383, 2.347], [-2.561, -1.411, 0.439], [-0.369, 2.129, 1.291], [1.930, 0.205, 1.527], [1.243, -0.772, 0.413], [-2.418, -1.043, 1.271], [-0.889, -1.456, -3.793], [-1.706, -0.944, -0.154], [0.663, 0.325, 0.317], [-0.379, -1.779, 2.439], [0.702, -1.080, 0.280], [-0.847, 1.757, -1.689], [-2.273, 0.419, 0.062], [-1.993, 2.105, 1.882], [0.927, 1.202, 0.491], [0.136, -1.367, 0.502], [0.357, 2.051, -0.454], [-1.152, 0.214, 0.070], [1.175, -1.858, -1.220]],
  "lowdin_charge": [-0.2796, -0.2559, -0.1234, -0.1724, -0.2073, 0.3724, 0.0866, 0.0525, 0.0750, 0.0335, -0.1075, -0.0860, -0.1299, -0.4028, -0.0437, -0.0211, -0.5118, -0.0620, -0.0486, -0.0558, -0.1591, -0.3411, -0.1116, -0.4757, -0.1492, -0.4945, -0.2106, 0.1834, 0.1719, 0.1371, -0.0402, 0.0523, 0.0852, 0.1228, 0.0515, 0.0963, 0.0528, 0.0656, 0.0627, 0.0097, 0.0747, 0.1562, 0.0679, 0.0292, 0.0964, 0.1346, 0.0950, 0.0865, 0.1025, 0.0487, -0.0425, 0.0291, -0.0112, 0.1589, 0.2145, 0.1392, 0.0479, 0.0775, 0.0849, 0.0901, 0.1469, 0.1323, 0.1872, 0.0982, 0.0862, 0.0587, 0.0435, 0.1230, 0.1078, 0.1694, 0.0828, 0.1283, 0.1196, 0.1489, 0.1208, 0.0691, 0.1035, 0.0634, 0.1090]
}


# 4
{
  "formula": "C14H23N3O2S",
  "method": "ωB97M-V/def2-TZVPD",
  "relative_energy_kcal_mol": 20.6,
  "spin_multiplicity": 1,
  "lumo_ev": 0.41,
  "smiles": "CCOCc1nnc(NC(=O)CCC2CCCCC2)s1",
  "energy_ha": -1260.1945,
  "homo_ha": -0.341,
  "gap_ev": 9.69,
  "symbols": ["S", "O", "O", "N", "N", "N", "C", "C", "C", "C", "C", "C", "C", "C", "C", "C", "C", "C", "C", "C", "H", "H", "H", "H", "H", "H", "H", "H", "H", "H", "H", "H", "H", "H", "H", "H", "H", "H", "H", "H", "H", "H", "H"],
  "positions_angstrom": [[-2.9229, -0.9021, -2.1153], [-0.0988, -2.5889, -4.5119], [-2.7259, 1.4339, 2.2035], [-2.5389, 0.3759, 0.2505], [-0.6728, -0.3967, -0.9856], [-0.3746, -1.0287, -2.1133], [-1.3404, -2.0843, -4.1429], [1.9495, 2.4188, 4.0992], [3.4669, 2.5447, 4.1942], [-1.9372, -0.2322, -0.8014], [1.5371, 1.5927, 2.8782], [-1.3745, -1.3729, -2.8273], [3.7141, 0.3360, 3.0505], [0.8993, -1.6349, -4.8670], [-0.4866, 0.8793, 1.4986], [-1.9789, 0.9433, 1.3954], [4.1121, 1.1651, 4.2666], [2.1957, 0.2138, 2.9523], [2.1160, -1.7603, -3.9608], [0.0111, 1.4967, 2.8032], [-0.4172, 2.4969, 2.8958], [1.5001, 3.4125, 4.0398], [1.8179, -0.3164, 3.8298], [3.8425, 3.0738, 3.3151], [-0.0598, 1.3981, 0.6372], [-0.1841, -0.1651, 1.4102], [4.1602, -0.6588, 3.1149], [3.7350, 3.1300, 5.0763], [2.8879, -1.0674, -4.2843], [-1.7447, -1.3989, -4.9101], [1.8993, 2.1023, 1.9778], [-2.0085, -2.9515, -4.0857], [1.1821, -1.8409, -5.9078], [-0.3621, 0.9083, 3.6434], [1.8330, -1.5364, -2.9366], [-3.5508, 0.4301, 0.2202], [1.5693, 1.9357, 5.0023], [3.7812, 0.6578, 5.1758], [2.5035, -2.7739, -4.0072], [5.1988, 1.2620, 4.3137], [1.9418, -0.3723, 2.0676], [0.4931, -0.6203, -4.8116], [4.0965, 0.8149, 2.1460]],
  "atomic_forces_ev_per_a": [[0.828, 0.145, 0.357], [0.085, -0.120, 0.203], [-0.085, 0.111, 0.209], [-0.836, 0.179, 0.233], [-0.182, 0.796, 1.391], [0.595, -0.774, -1.291], [-0.165, -0.156, -0.449], [0.206, 0.146, -0.353], [-0.099, -0.133, 0.305], [-0.246, -0.610, -1.173], [-0.365, -0.182, 0.369], [-0.764, 0.128, 0.217], [-0.077, -0.191, 0.267], [0.335, 0.107, -0.040], [0.178, 0.260, 0.669], [0.165, -0.117, -0.189], [0.129, 0.158, -0.276], [0.209, 0.230, -0.338], [-0.372, -0.040, -0.119], [0.093, 0.060, -0.309], [-0.031, -0.007, 0.088], [-0.092, 0.005, 0.048], [-0.093, -0.067, 0.061], [0.044, 0.074, -0.028], [0.019, -0.117, -0.038], [0.023, 0.057, -0.126], [0.050, 0.002, -0.085], [0.045, 0.074, -0.043], [0.140, 0.065, -0.058], [0.045, -0.142, 0.087], [0.038, 0.034, -0.048], [0.002, 0.170, -0.042], [-0.082, 0.094, 0.115], [-0.028, 0.043, 0.102], [0.050, 0.009, 0.012], [0.229, 0.063, 0.142], [-0.086, -0.024, 0.086], [0.023, -0.042, 0.084], [0.108, -0.110, -0.028], [0.015, -0.043, 0.080], [-0.072, -0.095, 0.012], [-0.031, -0.029, -0.031], [0.055, -0.013, -0.073]],
  "lowdin_charge": [1.0790, -0.1349, 0.0992, 0.0973, 0.0140, 0.0192, -0.2413, -0.1777, -0.2066, -0.6010, -0.3413, -0.5492, -0.2039, -0.2637, -0.1222, -0.4422, -0.2135, -0.1718, -0.0783, -0.1644, 0.1203, 0.1143, 0.1247, 0.1131, 0.1280, 0.1137, 0.1075, 0.1068, 0.0725, 0.1318, 0.1478, 0.1298, 0.1172, 0.1279, 0.0496, 0.1446, 0.1225, 0.1127, 0.0737, 0.1061, 0.1089, 0.1153, 0.1145]
}